Record 1
2 unconnected molecules or ions with the total composition H5N5O in a non-equilibrium geometry. Source: the OMol25 dataset; level of theory: the ωB97M-V functional and the def2-TZVPD basis.

Geometry as XYZ:
```
11
Properties=species:S:1:pos:R:3:forces:R:3
N 0.422 -0.904 0.211 -1.1 -0.6 0.2
H -0.873 0.610 0.217 0.0 -0.1 0.0
H 2.798 0.675 0.699 -0.5 -0.1 0.0
H -3.171 -0.391 -0.725 -0.1 -0.2 0.0
N 2.220 0.467 -0.123 0.4 -1.0 0.0
H 1.946 -1.377 -0.977 -0.3 0.3 0.1
H -3.381 0.075 0.734 -0.1 -0.1 0.0
N 1.030 1.206 -0.055 -0.6 1.0 -0.2
N 1.798 -0.957 -0.052 0.8 0.7 -0.1
O -2.897 0.258 -0.075 0.3 0.4 0.1
N 0.109 0.339 0.145 1.4 -0.4 -0.2
```
Positions in Å, forces in eV/Å.

Output
Net charge = 0
Total energy = -351.8578 hartree
Energy above the lowest of the compared OMol25 structures with the same formula, charge and spin = 0.00 kJ/mol
Maximum force = 1.45 eV Å⁻¹


Record 2
A single C5H10INP2 molecule in a non-equilibrium geometry. Source: the OMol25 dataset; level of theory: the ωB97M-V functional and the def2-TZVPD basis.

Geometry as XYZ:
```
19
Properties=species:S:1:pos:R:3:forces:R:3
C 0.230 -0.615 -0.405 0.4 1.0 0.1
P -0.078 -1.130 -1.973 0.2 -0.1 0.2
C 1.095 -1.222 0.651 -0.1 1.0 2.1
C 0.681 -2.613 0.936 -2.3 -1.1 -2.6
H -2.285 2.510 0.028 0.2 0.5 -1.3
H 0.710 -2.264 -1.775 0.3 -0.7 -0.3
C -0.325 0.736 -0.168 -1.1 0.0 -1.0
H 1.057 -0.740 1.706 0.1 0.1 -2.1
C -1.915 2.339 -1.033 -0.4 -2.1 1.5
I 3.169 -1.031 0.085 0.1 -0.1 0.1
P 0.145 1.725 1.284 0.0 -0.7 1.2
H -1.105 3.049 -1.304 -1.3 0.2 -0.4
N -1.261 1.023 -0.992 0.5 0.4 0.6
H -0.188 2.940 0.812 -1.0 1.4 -0.5
H -0.271 -2.652 1.474 0.1 0.4 0.4
H -2.805 2.060 -1.666 1.0 1.7 0.2
H 0.332 -3.022 -0.067 1.0 -0.3 1.4
H 1.427 2.109 0.972 1.2 -0.5 -0.2
H 1.387 -3.203 1.434 1.1 -0.9 0.6
```
Positions in Å, forces in eV/Å.

Output
Net charge = 0
Total energy = -1231.5431 hartree
SMILES = [H]/P=C(/C(P)=N/C)[C@@H](C)I
Maximum force = 3.60 eV Å⁻¹


Record 3
2 unconnected molecules or ions with the total composition CH12N4P2Si in a non-equilibrium geometry. Source: the OMol25 dataset; level of theory: the ωB97M-V functional and the def2-TZVPD basis.

Geometry as XYZ:
```
20
Properties=species:S:1:pos:R:3:forces:R:3
H 2.806 1.328 0.799 0.1 -0.4 -0.4
N 1.765 -1.795 -0.175 -1.9 -2.3 -0.3
N -2.831 0.068 -0.312 0.2 -1.8 1.9
H -2.168 0.448 -0.919 0.5 1.3 -2.0
N 2.709 0.480 0.232 -1.2 0.4 -0.8
H -0.165 -0.173 -1.607 -0.1 1.0 2.4
H 0.937 2.294 1.521 -0.5 0.4 0.2
H 0.262 2.977 -0.711 0.0 -0.7 0.6
H -2.188 -2.684 -0.369 0.4 0.7 0.3
P -1.668 -0.674 0.790 -1.1 -0.2 -0.8
Si -0.141 2.148 0.513 1.0 0.5 -1.2
H -0.925 -1.665 -1.044 -1.1 -1.3 1.4
H 2.548 0.731 -0.766 0.5 0.0 0.8
H 2.719 -1.868 0.067 1.7 -0.3 -0.1
H 1.355 -2.747 0.112 0.3 2.2 -0.5
C -0.212 0.310 0.283 1.1 -2.5 -3.0
P 1.362 -0.461 0.775 0.1 0.7 1.9
H -3.289 0.768 0.209 -0.9 1.3 0.3
H -1.483 2.589 0.749 -0.7 0.4 0.7
N -1.392 -2.074 -0.147 1.6 0.7 -1.5
```
Positions in Å, forces in eV/Å.

Output
Net charge = 0
Total energy = -1236.4082 hartree
Energy above the lowest of the compared OMol25 structures with the same formula, charge and spin = 249.81 kJ/mol
Maximum force = 4.10 eV Å⁻¹


Record 4
2 unconnected molecules or ions with the total composition C3H9Cl2N2 in a non-equilibrium geometry. Source: the OMol25 dataset; level of theory: the ωB97M-V functional and the def2-TZVPD basis.

Geometry as XYZ:
```
16
Properties=species:S:1:pos:R:3:forces:R:3
N -0.366 -0.001 0.062 -0.3 2.4 2.4
Cl -2.323 3.722 -1.058 -0.6 0.9 0.5
H 0.052 -1.656 -1.286 0.0 2.7 0.4
C -0.227 1.484 0.144 0.4 1.2 -0.3
N -1.985 2.146 -1.295 1.8 -1.7 -0.2
H -0.001 -0.300 2.025 -0.3 1.4 2.5
H 0.623 1.888 -0.413 -0.4 -0.4 -0.1
Cl -3.121 1.001 -0.729 -0.8 0.4 0.2
H 1.229 -0.319 -1.137 0.1 0.6 -0.5
C 0.329 -0.680 1.136 1.2 -0.4 -0.1
C 0.160 -0.461 -1.198 -1.2 -4.2 -1.4
H -0.421 -0.046 -2.011 0.5 0.4 -0.3
H -0.441 2.094 1.061 -0.3 -1.4 -0.7
H 0.049 -1.672 1.177 -1.1 -2.3 -0.4
H 1.382 -0.758 1.038 1.1 0.8 -0.2
H -1.327 -0.135 0.440 -0.2 -0.4 -2.0
```
Positions in Å, forces in eV/Å.

Output
Net charge = +1
Total energy = -1149.1240 hartree
Energy above the lowest of the compared OMol25 structures with the same formula, charge and spin = 504.62 kJ/mol
Maximum force = 4.56 eV Å⁻¹


Record 5
A molecular structure, C3H9NO2Sn in a non-equilibrium geometry. Source: the OMol25 dataset; level of theory: the ωB97M-V functional and the def2-TZVPD basis.

Geometry as XYZ:
```
16
Properties=species:S:1:pos:R:3:forces:R:3
H 1.296 0.082 -2.810 0.0 -0.1 -0.3
O 1.621 2.076 2.343 -0.3 -0.7 -0.4
O 0.783 1.156 0.438 0.9 0.7 1.8
H 1.804 -0.447 3.019 -0.2 0.3 0.3
H 0.044 -0.108 3.087 0.2 0.0 0.0
H 1.548 -1.767 1.244 -0.2 0.1 -0.1
H -1.176 0.686 -1.421 -1.8 1.0 1.6
C 0.915 -0.208 2.435 0.5 0.0 0.3
H 0.018 -1.963 1.796 0.3 0.1 0.0
H -0.004 -0.991 -3.463 0.2 0.2 0.1
H -0.577 0.452 -2.243 1.6 -0.4 -2.8
N 0.685 -1.268 1.456 0.1 -0.8 2.1
H 0.092 0.727 -3.959 0.0 0.0 0.3
Sn -0.114 -0.418 -0.454 -0.5 -1.3 -1.9
C 1.153 1.138 1.739 -0.1 0.5 -1.2
C 0.252 0.021 -3.134 -0.5 0.5 0.3
```
Positions in Å, forces in eV/Å.

Output
Net charge = 0
Total energy = -539.1257 hartree
Maximum force = 3.27 eV Å⁻¹


Record 6
A molecular structure, C29H30ClI2N2O3SbTi. Source: the OMol25 dataset; level of theory: the ωB97M-V functional and the def2-TZVPD basis.

Geometry as XYZ:
```
69
Properties=species:S:1:pos:R:3:forces:R:3
N -2.035 -0.929 0.422 0.0 -0.1 0.0
C 1.154 -1.512 4.093 0.0 0.0 0.0
H -5.434 0.996 0.762 0.0 0.0 0.0
C -2.236 -1.176 -2.024 -0.1 0.0 0.0
H 2.308 1.921 3.336 0.0 0.0 0.0
C 1.958 -3.547 5.056 0.0 0.0 0.0
C -3.346 1.176 0.324 0.1 0.1 0.0
H -2.313 0.375 2.031 0.0 0.0 0.0
Cl 2.526 -4.407 6.422 0.0 0.0 0.0
H 4.600 -0.039 -0.115 0.0 0.0 0.0
O 0.270 -0.167 1.777 0.0 0.2 -0.2
H 1.449 4.286 -0.915 0.0 0.0 0.0
C -2.740 2.934 -1.233 -0.1 -0.1 0.1
I -7.040 3.165 -0.747 0.1 0.0 0.0
C 1.054 -2.160 2.855 0.0 0.0 0.0
C 2.051 -2.461 -2.391 0.0 0.0 0.0
H 1.841 -3.200 -1.620 0.0 0.0 0.0
H 4.176 0.148 -3.281 0.0 0.0 0.0
Sb 2.342 -0.569 -1.483 0.0 0.1 0.1
H -3.051 -1.093 -5.298 0.0 0.0 0.0
H 0.558 3.662 3.221 0.0 0.0 0.0
H 3.665 -1.270 0.766 0.0 0.0 0.0
H -0.899 0.192 -5.320 0.0 0.0 0.0
C -2.903 0.029 1.179 -0.1 0.0 0.0
C 2.590 2.758 0.069 -0.1 0.1 -0.1
C 0.877 4.063 1.138 0.0 0.0 0.0
C -4.677 1.541 0.212 0.0 0.0 0.0
H 0.129 4.845 1.093 0.0 0.0 0.0
C 2.835 2.098 1.263 0.0 -0.1 0.2
C -0.614 -0.051 -3.223 0.0 0.0 0.0
C 1.615 3.748 0.007 0.0 0.0 0.0
Ti -0.129 0.015 -0.120 -0.7 0.2 0.0
C -2.382 1.897 -0.381 -0.1 0.0 -0.2
C -5.042 2.612 -0.597 0.0 0.0 0.0
C -2.492 -0.931 -4.386 0.0 0.0 0.0
N -1.056 -0.544 -2.051 0.1 0.0 0.3
H -3.773 -0.506 1.564 0.0 0.0 0.0
H 0.302 0.525 -3.196 0.0 0.0 0.0
O 0.477 -1.922 0.530 0.0 -0.1 0.0
H 3.627 1.364 1.333 0.0 0.0 0.0
H -1.762 -1.650 1.082 0.0 0.0 0.0
H 3.261 1.604 -2.842 0.0 0.0 0.0
C -1.294 -0.226 -4.406 0.0 0.0 0.0
H -4.368 4.109 -1.976 0.0 0.0 0.0
H -2.589 -2.703 -0.576 0.0 0.0 0.0
H -3.920 -1.918 -3.115 0.0 0.0 0.0
H 3.195 2.552 -0.805 0.1 0.0 0.0
H 1.687 -1.728 6.160 0.0 0.0 0.0
H 2.139 -5.245 3.759 0.0 0.0 0.0
C 1.860 -4.203 3.829 0.0 0.0 0.0
H 0.878 -0.470 4.178 0.0 0.0 0.0
C -4.078 3.297 -1.323 0.0 0.1 -0.1
I -1.335 3.864 -2.441 0.0 0.0 0.0
C 1.604 -2.206 5.194 0.0 0.0 0.0
C 3.183 0.548 -3.081 0.0 -0.1 0.0
H 1.221 -2.424 -3.094 0.0 0.0 0.0
H 2.958 -2.738 -2.926 0.0 0.0 0.0
H 4.601 -1.721 -0.675 0.0 0.0 0.0
C 2.099 2.419 2.398 0.0 0.0 0.0
C 1.409 -3.509 2.730 0.0 0.0 0.0
C 3.999 -0.939 -0.215 0.0 -0.1 0.0
C 0.601 -1.426 1.700 0.2 -0.1 -0.1
H 1.325 -4.000 1.769 0.0 0.0 0.0
H -3.811 -1.439 -0.619 0.0 0.0 0.0
O -1.088 1.490 -0.271 0.6 -0.3 0.1
H 2.575 0.422 -3.976 0.0 0.0 0.0
C 1.118 3.398 2.334 0.0 0.0 0.0
C -2.738 -1.628 -0.684 0.0 0.1 -0.1
C -2.973 -1.399 -3.178 0.0 0.0 0.0
```
Positions in Å, forces in eV/Å.

Output
Net charge = +2
Total energy = -3603.2201 hartree
Energy above the lowest of the compared OMol25 structures with the same formula, charge and spin = 0.00 kJ/mol
Maximum force = 0.68 eV Å⁻¹


Record 7
2 unconnected molecules or ions with the total composition C23H22NO2 in a non-equilibrium geometry. Source: the OMol25 dataset; level of theory: the ωB97M-V functional and the def2-TZVPD basis.

Geometry as XYZ:
```
48
Properties=species:S:1:pos:R:3:forces:R:3
H 4.388 -0.597 -0.513 0.3 0.0 -0.1
H -0.035 -0.796 0.029 0.0 0.2 -0.1
H -8.330 -0.851 3.539 0.2 0.0 0.1
H -0.272 2.091 -1.850 0.0 0.3 -0.3
C -5.308 -1.608 2.582 -0.8 0.1 0.0
C 6.298 1.035 -2.877 -0.1 0.0 0.0
C -2.546 -2.096 2.464 0.9 0.0 -0.1
H -4.953 -1.054 4.660 0.3 -0.2 -0.4
H -2.877 -2.669 0.414 -0.3 0.1 0.1
C -7.275 -0.946 3.792 0.0 0.0 0.0
H -7.141 -1.685 4.593 -0.1 0.1 -0.3
C -4.712 -2.066 1.376 -0.2 0.0 0.0
C 0.217 3.450 -3.496 0.5 -0.3 0.2
C 1.223 3.922 -4.356 0.1 -0.1 0.0
H 6.759 -0.468 -1.389 -0.2 0.2 -0.1
H 7.324 1.071 -3.245 -0.3 0.0 0.1
H -2.523 -1.497 4.555 -0.2 0.0 -0.2
O -6.650 -1.389 2.565 1.9 -0.3 0.3
C 5.320 1.853 -3.459 0.0 -0.4 0.4
H 1.456 -1.773 2.523 -0.1 -0.1 0.3
C 1.016 -2.420 3.292 0.7 -0.1 -0.2
H 1.436 -2.197 4.273 0.0 -0.1 -0.2
C -3.144 -1.650 3.675 -0.3 0.1 -0.1
H 0.983 4.695 -5.088 0.1 -0.2 0.2
O -0.392 -2.146 3.408 -0.9 0.0 -1.2
C 0.364 -0.153 -0.747 1.2 0.3 -0.1
N 2.332 0.974 -1.618 0.1 0.5 -0.3
H -6.872 0.025 4.112 -0.1 -0.2 -0.2
H -0.254 0.130 -1.600 0.1 -0.2 0.5
C 0.484 2.448 -2.542 -0.3 0.3 -0.4
H -5.356 -2.209 0.512 0.2 0.0 0.2
C -1.146 -2.322 2.356 -1.0 -0.3 1.5
C 4.669 0.076 -1.320 0.4 0.1 -0.1
H 2.338 -0.207 0.087 -0.4 0.3 -0.2
C 2.797 2.430 -3.342 -0.9 0.0 0.3
C 5.980 0.158 -1.822 -0.5 0.2 0.0
H -0.786 3.868 -3.562 0.3 -0.1 0.0
C 1.674 0.199 -0.688 -0.9 -0.8 -0.1
H -0.704 -2.763 1.455 0.0 0.4 0.1
C 1.761 1.920 -2.500 1.0 0.4 -0.3
C -4.498 -1.405 3.731 0.0 0.0 0.2
C 4.020 1.773 -2.966 0.4 -0.6 0.5
C 3.712 0.896 -1.892 0.0 0.3 -0.6
C 2.529 3.422 -4.280 -0.4 -0.1 0.2
H 5.536 2.540 -4.278 0.1 -0.3 0.2
H 1.177 -3.474 3.030 -0.1 0.3 0.2
C -3.362 -2.313 1.323 -0.1 0.1 0.0
H 3.341 3.777 -4.916 -0.4 0.1 0.1
```
Positions in Å, forces in eV/Å.

Output
Net charge = +1
Total energy = -1094.5856 hartree
Energy above the lowest of the compared OMol25 structures with the same formula, charge and spin = 122.79 kJ/mol
Maximum force = 1.95 eV Å⁻¹